No. 1
Computed, not measured: a molecular structure, C40H63BN9O8Pb in a non-equilibrium geometry, with ωB97M-V with the def2-TZVPD basis set.

Geometry as ORCA input:
```
! wB97M-V def2-TZVPD RIJCOSX def2/J DEFGRID3
* xyz 1 1
Pb 4.74 -2.23 0.08
O -0.39 -3.28 0.02
C -0.26 -2.11 0.17
O -1.20 -1.19 0.20
B -0.61 0.15 0.38
O 0.87 -0.12 0.42
C 1.10 -1.38 0.25
O 2.16 -1.93 0.15
O -1.07 0.82 1.60
C -1.44 2.05 1.28
O -1.83 2.90 2.02
C -1.32 2.21 -0.26
O -0.88 1.05 -0.75
O -1.59 3.17 -0.90
C -0.15 -1.25 -4.65
C -0.36 -1.95 -3.30
C -0.66 -3.44 -3.57
C 0.50 -4.21 -4.03
N 1.42 -4.82 -4.36
H 0.69 -1.65 -5.23
H 0.07 -0.20 -4.46
H -1.04 -1.33 -5.26
H -1.23 -1.49 -2.83
H 0.53 -1.84 -2.68
H -1.39 -3.53 -4.38
H -1.09 -3.93 -2.69
C -3.62 5.30 4.60
C -3.90 3.86 4.16
C -3.09 2.77 4.87
C -3.03 2.89 6.34
N -2.96 3.02 7.48
H -3.64 5.40 5.69
H -4.35 5.95 4.12
H -2.66 5.63 4.20
H -3.76 3.79 3.09
H -4.93 3.56 4.36
H -2.07 2.77 4.49
H -3.51 1.78 4.69
C 2.20 2.19 2.66
C 1.70 1.23 3.75
C 2.71 0.19 4.27
C 3.51 -0.45 3.25
N 4.12 -0.95 2.42
H 1.36 2.76 2.28
H 2.74 1.64 1.90
H 2.92 2.86 3.14
H 0.92 0.60 3.32
H 1.26 1.76 4.59
H 2.12 -0.58 4.77
H 3.40 0.59 5.03
C 2.68 0.65 -3.67
C 1.93 1.58 -2.71
C 2.81 2.22 -1.62
C 3.51 1.17 -0.84
N 4.06 0.36 -0.23
H 2.94 -0.33 -3.26
H 3.61 1.14 -3.98
H 2.08 0.46 -4.55
H 1.04 1.12 -2.29
H 1.55 2.46 -3.25
H 2.25 2.87 -0.96
H 3.67 2.74 -2.05
C -2.36 -3.16 4.96
C -3.00 -1.92 4.35
C -2.00 -0.84 3.94
C -1.18 -0.41 5.09
N -0.55 -0.05 5.98
H -1.47 -3.50 4.42
H -3.09 -3.96 5.07
H -1.99 -2.90 5.96
H -3.77 -1.57 5.03
H -3.46 -2.19 3.40
H -2.48 0.09 3.67
H -1.35 -1.14 3.12
C 0.66 -6.15 0.27
C 0.65 -5.81 1.75
C 2.01 -5.86 2.43
C 2.96 -4.89 1.89
N 3.69 -4.12 1.44
H -0.32 -6.19 -0.20
H 1.09 -7.15 0.14
H 1.21 -5.39 -0.28
H 0.03 -6.52 2.29
H 0.25 -4.80 1.86
H 2.46 -6.85 2.49
H 1.88 -5.61 3.49
C -3.08 6.43 -1.50
C -3.12 7.06 -0.11
C -3.49 6.00 0.95
C -4.86 5.51 0.86
N -5.95 5.16 0.77
H -4.06 6.07 -1.82
H -2.31 5.67 -1.61
H -2.88 7.22 -2.23
H -3.83 7.89 -0.11
H -2.13 7.43 0.17
H -3.42 6.39 1.96
H -2.78 5.18 0.79
C 4.44 -7.34 -2.38
C 3.99 -6.64 -3.66
C 4.34 -5.15 -3.67
C 3.83 -4.41 -2.50
N 3.41 -3.88 -1.57
H 5.52 -7.48 -2.38
H 3.95 -8.30 -2.21
H 4.14 -6.73 -1.53
H 2.91 -6.78 -3.78
H 4.40 -7.13 -4.54
H 4.00 -4.57 -4.53
H 5.43 -5.07 -3.61
C -0.80 2.83 -6.32
C -1.76 3.75 -5.59
C -1.53 3.80 -4.07
C -0.26 4.43 -3.69
N 0.76 4.88 -3.41
H -0.82 2.95 -7.40
H -1.01 1.81 -6.01
H 0.23 3.07 -6.03
H -2.79 3.50 -5.83
H -1.56 4.77 -5.94
H -1.59 2.76 -3.73
H -2.36 4.34 -3.60
*
```

- frontier orbital gap (eV) = 8.30
- largest force on an atom (eV Å⁻¹) = 2.08
- E (hartree) = -2874.395120
- HOMO (Ha) = -0.4529

Here are the Mulliken charges for atoms 1 to 2, given in e:
1 Pb 1.45
2 O -0.54



No. 2
Computed, not measured: a molecular structure, C36H30ClN5O6ReSTe, with ωB97M-V with the def2-TZVPD basis set.

Geometry as ORCA input:
```
! wB97M-V def2-TZVPD RIJCOSX def2/J DEFGRID3
* xyz 0 4
Re 1.42 -0.78 1.76
O 0.54 -1.41 3.57
N -0.67 -1.03 3.80
N -1.22 -0.48 2.80
O -0.60 -0.37 1.64
C -2.57 0.01 2.90
C -3.20 0.05 4.14
C -4.50 0.52 4.20
C -5.15 0.95 3.05
C -4.50 0.91 1.83
C -3.19 0.44 1.74
H -2.68 -0.28 5.02
H -5.00 0.56 5.16
H -6.17 1.32 3.11
H -4.99 1.26 0.93
H -2.67 0.42 0.80
C -0.85 -3.19 0.78
C 0.52 -3.71 1.06
C 0.66 -5.12 0.98
C 1.87 -5.70 1.18
C 2.98 -4.90 1.50
C 4.26 -5.47 1.71
C 5.31 -4.67 2.07
C 5.10 -3.29 2.25
C 3.87 -2.71 2.05
S 3.65 -1.01 2.41
C 2.78 -3.51 1.63
N 1.55 -2.92 1.38
H -1.24 -3.70 -0.10
H -0.89 -2.12 0.60
H -1.51 -3.42 1.62
H -0.22 -5.70 0.74
H 1.99 -6.78 1.10
H 4.38 -6.54 1.60
H 6.29 -5.09 2.22
H 5.93 -2.66 2.57
O 2.45 5.39 2.82
C 1.75 5.59 1.72
O 1.75 6.65 1.15
C 0.93 4.44 1.21
C 0.03 4.55 0.17
Cl -0.36 5.94 -0.73
N -0.47 3.31 -0.10
N 0.06 2.40 0.74
C 0.90 3.05 1.52
C 1.63 2.30 2.59
O 2.28 2.90 3.43
O 1.48 1.01 2.64
C -1.39 2.81 -1.09
C -2.23 3.62 -1.83
C -3.05 3.05 -2.80
C -3.05 1.68 -3.02
C -2.22 0.88 -2.26
C -1.40 1.43 -1.29
H 2.40 4.45 3.14
H -2.27 4.68 -1.67
H -3.71 3.69 -3.37
H -3.68 1.25 -3.79
H -2.19 -0.19 -2.42
H -0.74 0.81 -0.69
C -1.14 0.35 -5.87
C -0.34 0.28 -4.60
C 0.31 1.40 -4.10
C 1.07 1.35 -2.94
C 1.73 2.62 -2.47
C 1.18 0.14 -2.24
Te 2.44 0.14 -0.52
C 0.56 -1.01 -2.75
C 0.71 -2.35 -2.09
C -0.19 -0.91 -3.91
H -1.32 1.38 -6.17
H -2.11 -0.15 -5.76
H -0.62 -0.15 -6.69
H 0.22 2.34 -4.63
H 1.50 3.44 -3.15
H 2.81 2.52 -2.42
H 1.39 2.90 -1.47
H 0.72 -2.25 -1.01
H 1.67 -2.80 -2.37
H -0.09 -3.02 -2.39
H -0.68 -1.81 -4.29
*
```

- frontier orbital gap (spin up / spin down) (eV) = 6.61 / 6.15
- largest force on an atom (eV Å⁻¹) = 0.63
- E (hartree) = -3319.756541
- HOMO (spin up / spin down) (Ha) = -0.2703 / -0.2757

Here are the Mulliken charges for atoms 1 to 2, given in e:
1 Re 1.18
2 O -0.41



> Which formula does entry 2 have?

C36H30ClN5O6ReSTe



> The lowest largest force on an atom belongs to which entry?

C36H30ClN5O6ReSTe